Record 1
Formula: C3H7N2O2
Source: OMol25
Level of theory: ωB97M-V/def2-TZVPD

Last column: Löwdin charge in e.
CARTESIAN COORDINATES (ANGSTROEM)
N (-1.03000, -0.53575, 2.76920)  0.081
C (-0.63777, -0.16324, 1.46445)  -0.847
O (0.60457, -0.16956, 1.24414)  -0.115
O (-1.55999, 0.16552, 0.70078)  -0.076
H (-0.46219, -1.10512, 3.35962)  0.048
H (-2.02116, -0.68532, 2.86099)  0.055
C (-0.08026, 1.01660, -2.50678)  -0.056
C (1.05090, 0.28878, -2.44400)  -0.345
N (1.44369, -0.49983, -1.40575)  0.045
H (-0.76190, 1.02211, -1.66648)  0.024
H (-0.26676, 1.63549, -3.37174)  0.008
H (1.72864, 0.32878, -3.29413)  0.079
H (1.04707, -0.42753, -0.44724)  0.044
H (2.30187, -0.99359, -1.51088)  0.055

Cartesian forces, eV/Å:
N -0.8 0.2 0.4
C 0.4 0.0 0.0
O 0.1 -0.2 0.0
O -0.2 0.1 -0.2
H 0.5 -0.1 -0.1
H 0.1 0.0 0.0
C 0.4 -0.2 0.1
C -0.6 0.5 0.0
N 0.0 -0.2 0.1
H -0.1 0.0 0.0
H 0.0 0.0 0.0
H 0.1 -0.2 0.0
H 0.0 0.2 -0.2
H 0.3 -0.1 0.1

Its total energy is -10301.4530 eV. As for the relative energy (zero: lowest compared OMol25 entry of this formula, charge and spin): 17.6 kJ/mol. As for the HOMO-LUMO gap: 7.948 eV. As for the total charge: -1.



Record 2
Formula: C3H7BO
Source: OMol25
Level of theory: ωB97M-V/def2-TZVPD

Last column: Löwdin charge in e.
CARTESIAN COORDINATES (ANGSTROEM)
B (-1.46603, 1.73975, 2.22090)  -0.170
C (0.87348, -1.09540, -0.62691)  -0.224
C (0.02133, -0.45553, -0.11675)  0.104
C (1.79182, -1.98030, -1.23614)  -0.112
O (-1.77620, 0.70600, 2.73712)  0.082
H (-1.23793, 2.51783, -0.18544)  0.032
H (-1.45347, 2.60237, 1.50836)  -0.037
H (-1.99277, 2.47162, -0.49064)  0.086
H (-0.81484, 0.00595, 0.33915)  -0.007
H (2.69578, -1.95996, -0.60888)  0.095
H (1.26898, -2.91780, -1.35454)  0.088
H (2.08985, -1.63454, -2.18623)  0.063

Cartesian forces, eV/Å:
B -0.8 -1.1 0.5
C -0.2 0.2 -0.2
C -1.4 0.9 0.8
C 1.0 -0.2 0.7
O 0.3 -0.3 0.5
H -2.1 -0.1 -1.4
H 0.5 1.4 -0.1
H 2.1 0.2 0.6
H 0.0 0.1 0.1
H -0.2 -0.8 -0.2
H 0.5 -0.6 0.1
H 0.3 0.4 -1.3

Its total energy is -5945.5132 eV. As for the relative energy (zero: lowest compared OMol25 entry of this formula, charge and spin): 236.5 kJ/mol. As for the HOMO-LUMO gap: 10.597 eV.



Record 3
Formula: C2Br3ClF2
Source: OMol25
Level of theory: ωB97M-V/def2-TZVPD

Last column: Löwdin charge in e.
CARTESIAN COORDINATES (ANGSTROEM)
C (-0.77332, -0.15678, 0.80441)  -1.039
C (-0.20115, -0.67937, -0.45363)  -1.141
F (0.11004, -0.46060, 1.82670)  -0.019
F (-1.98946, -0.69895, 1.12474)  -0.014
Cl (3.78447, 1.32166, -1.48342)  -0.107
Br (-1.06377, 1.79987, 0.84251)  0.751
Br (1.58340, -0.37867, -0.85471)  0.752
Br (-1.45021, -0.74716, -1.80660)  0.817

Cartesian forces, eV/Å:
C 0.1 0.0 2.3
C -0.2 0.6 -0.8
F -1.0 0.3 -0.8
F 1.3 0.1 -0.5
Cl -0.4 -0.1 0.1
Br 0.3 -0.5 -0.2
Br -0.1 -0.3 0.2
Br 0.0 -0.2 -0.4

Its total energy is -230155.4561 eV. As for the relative energy (zero: lowest compared OMol25 entry of this formula, charge and spin): 253.2 kJ/mol. As for the HOMO-LUMO gap (spin up / spin down): 5.530 / 8.857 eV.



Record 4
Formula: C6H9NS
Source: OMol25
Level of theory: ωB97M-V/def2-TZVPD

Last column: Löwdin charge in e.
CARTESIAN COORDINATES (ANGSTROEM)
C (-0.32683, -0.46572, 2.43133)  -0.068
C (0.01075, 0.46260, 1.14845)  -0.398
C (-0.29719, 2.08389, -0.54135)  -0.122
C (-0.12361, 0.56178, -1.21287)  -0.239
C (-0.40575, -0.02468, -2.51859)  0.076
C (0.20163, -0.34939, -0.11676)  -0.730
H (-1.42634, -0.65446, 2.50655)  0.071
H (0.35712, -1.34158, 2.50735)  0.029
H (0.12817, 0.02416, 3.53958)  0.131
H (1.13503, 0.63127, 1.08717)  0.156
H (-0.78569, 2.31531, 1.33391)  0.062
H (-1.04184, 2.52365, -1.12158)  0.073
H (0.73274, 2.70234, -0.63650)  0.155
H (-0.48106, 0.66021, -3.28750)  0.002
H (-0.75837, -1.32796, -2.50145)  0.159
N (-0.78447, 1.60097, 0.73602)  -0.025
S (0.82985, -1.89691, -0.23256)  0.669

Cartesian forces, eV/Å:
C 1.7 2.6 2.3
C 1.8 -2.5 0.5
C 3.0 -3.3 -1.7
C -0.5 -1.4 -3.5
C -0.3 -2.0 6.6
C -0.6 -1.1 -0.1
H 1.1 -0.1 0.0
H -1.0 0.3 -1.0
H -1.9 -0.6 -3.2
H -0.5 0.9 1.3
H -0.1 3.2 3.4
H -1.2 1.2 -0.6
H -2.1 -1.4 0.7
H -0.6 0.7 -2.0
H 1.7 4.6 -0.4
N 0.3 -2.5 -2.2
S -0.7 1.6 0.1

Its total energy is -18688.4951 eV. As for the relative energy (zero: lowest compared OMol25 entry of this formula, charge and spin): 455.0 kJ/mol. As for the HOMO-LUMO gap: 7.622 eV.



Record 5
Formula: CH4N2O
Source: OMol25
Level of theory: ωB97M-V/def2-TZVPD

Last column: Löwdin charge in e.
CARTESIAN COORDINATES (ANGSTROEM)
H (-0.67763, -1.37201, -0.11793)  0.053
N (-1.48178, -0.69295, -0.05443)  0.083
C (-0.86686, 0.40826, -0.02288)  -0.295
N (0.58646, 0.62319, 0.09071)  -0.064
O (1.33170, -0.59635, -0.14137)  -0.117
H (-1.37434, 1.36497, 0.12466)  0.103
H (0.95799, 1.22897, -0.64863)  0.116
H (1.52447, -0.96409, 0.76989)  0.122

Cartesian forces, eV/Å:
H -1.2 0.0 -0.1
N 1.8 -0.2 -0.1
C 1.0 0.6 0.5
N -0.5 -1.0 -0.5
O -0.4 -0.2 1.5
H 0.0 -0.1 -0.3
H -0.5 0.0 0.4
H -0.3 0.9 -1.4

As for the SMILES: [H]/N=C\NO. Its total energy is -6127.3402 eV. As for the relative energy (zero: lowest compared OMol25 entry of this formula, charge and spin): 305.6 kJ/mol. As for the HOMO-LUMO gap: 10.873 eV.



Record 6
Formula: FHN2O3
Source: OMol25
Level of theory: ωB97M-V/def2-TZVPD

Last column: Löwdin charge in e.
CARTESIAN COORDINATES (ANGSTROEM)
N (-0.90270, 0.40180, -0.76615)  -0.021
N (1.17327, -0.73462, -0.18106)  -0.252
O (1.67941, -1.45259, -0.95333)  0.143
O (1.11876, -0.59551, 0.98453)  0.089
O (-1.21164, -0.00620, 0.48981)  -0.088
F (-1.01187, 1.74087, -0.81793)  -0.046
H (-0.84522, 0.64625, 1.24414)  0.176

Cartesian forces, eV/Å:
N -0.8 -1.0 0.7
N 0.1 0.9 -0.6
O 0.6 -1.0 -0.2
O 1.0 -0.5 1.2
O 0.2 2.2 1.2
F -0.1 1.1 0.3
H -1.0 -1.6 -2.6

Its total energy is -11847.9668 eV. As for the relative energy (zero: lowest compared OMol25 entry of this formula, charge and spin): 132.4 kJ/mol. The multiplicity is 3. As for the HOMO-LUMO gap (spin up / spin down): 9.738 / 10.480 eV.



Record 7
Formula: C5H12N2O
Source: OMol25
Level of theory: ωB97M-V/def2-TZVPD

Last column: Löwdin charge in e.
CARTESIAN COORDINATES (ANGSTROEM)
C (-0.66393, -1.17249, 1.88911)  -0.003
C (-0.22126, -1.36614, 0.64780)  -0.391
N (0.79753, -2.31960, 0.38184)  0.062
C (-0.76802, -0.52978, -0.60574)  -0.110
C (-0.00176, 0.68749, -1.17946)  -0.342
N (1.46454, 0.43957, -1.16570)  0.052
C (-0.38569, 1.91548, -0.33401)  -0.241
O (-0.75510, 1.78606, 1.04186)  -0.104
H (-0.21745, -1.74013, 2.72108)  0.070
H (-1.48824, -0.56519, 2.13196)  0.042
H (1.55420, -2.44354, 1.01811)  0.071
H (1.09654, -1.99918, -0.59230)  0.095
H (-1.01618, -1.19770, -1.49098)  0.120
H (-1.81002, -0.08727, -0.26348)  0.146
H (-0.42367, 0.94725, -2.19163)  0.150
H (1.96283, 0.56804, -1.97475)  0.030
H (2.02359, 0.91144, -0.48033)  0.075
H (0.41036, 2.72280, -0.25337)  0.128
H (-1.22139, 2.45840, -0.72376)  0.101
H (-0.33687, 0.98449, 1.42374)  0.049

Cartesian forces, eV/Å:
C 0.7 -0.9 0.5
C 0.5 0.7 -0.6
N -1.2 1.7 -3.8
C -2.6 -0.7 0.3
C 0.6 0.5 1.2
N -1.4 -0.8 1.4
C 1.2 2.3 1.3
O 0.2 -1.5 0.2
H -0.3 0.2 -0.5
H -0.8 0.8 0.1
H 0.3 0.3 0.5
H 0.5 -1.2 2.0
H 0.4 0.3 1.3
H 1.9 -1.1 -0.6
H 0.9 -0.7 0.7
H 0.7 0.3 -2.7
H -0.5 0.3 0.7
H -0.2 -1.1 -1.0
H -0.7 0.0 -0.8
H -0.3 0.6 -0.2

As for the SMILES: C=C(N)C[C@H](N)CO. Its total energy is -10405.4593 eV. As for the relative energy (zero: lowest compared OMol25 entry of this formula, charge and spin): 286.0 kJ/mol. As for the HOMO-LUMO gap: 9.211 eV.



Record 8
Formula: C32H41BrCa2Cl4F4LiN2O7S
Source: OMol25
Level of theory: ωB97M-V/def2-TZVPD

Last column: Löwdin charge in e.
CARTESIAN COORDINATES (ANGSTROEM)
C (6.76545, -0.59824, 0.26023)  -0.062
C (5.25640, -0.31582, 0.69094)  -0.193
C (4.18856, -0.85365, -0.36437)  -0.228
F (3.00622, 0.00434, -0.23522)  -0.439
C (3.66420, -2.32702, -0.12961)  -0.187
C (4.58247, -3.23884, 0.77833)  -0.121
S (5.96704, -3.94690, -0.20190)  0.693
O (7.19719, -4.03221, 0.53750)  -0.266
O (5.55322, -5.33034, -0.58324)  -0.375
O (6.06334, -3.05939, -1.58039)  -0.279
C (4.84502, -3.15913, -2.37363)  -0.283
C (4.90007, -2.16315, -3.60747)  -0.168
C (6.36545, -1.78755, -4.02418)  -0.668
C (7.03889, -2.89635, -4.91834)  -0.124
Cl (6.23578, -0.30590, -5.10612)  0.612
C (3.51104, -3.08953, -1.53408)  -0.213
C (2.25742, -2.58023, -2.34755)  -0.140
C (1.82581, -3.59707, -3.46260)  -0.137
F (1.47163, -4.87449, -2.87669)  -0.469
H (6.73901, -0.70439, -0.85533)  0.068
H (7.14430, -1.51065, 0.77303)  0.064
H (7.44072, 0.25081, 0.51099)  0.087
H (5.16656, 0.80754, 0.68260)  0.127
H (5.06108, -0.62446, 1.77799)  0.092
H (4.59106, -0.64779, -1.37984)  0.139
H (2.62877, -2.29080, 0.30941)  0.167
H (4.91493, -2.78631, 1.73873)  0.111
H (3.96085, -4.13234, 1.05860)  0.141
H (4.86365, -4.18982, -2.84538)  0.135
H (4.39993, -2.62809, -4.49473)  0.125
H (4.35294, -1.21085, -3.41702)  0.100
H (7.01488, -1.46497, -3.17681)  0.093
H (7.50068, -3.73509, -4.32296)  0.017
H (6.31374, -3.31432, -5.66729)  0.101
H (7.82189, -2.38377, -5.53745)  0.080
H (3.26491, -4.15240, -1.25405)  0.149
H (2.35098, -1.53366, -2.71780)  0.111
H (1.41103, -2.57607, -1.60769)  0.117
H (2.67831, -3.80403, -4.15385)  0.099
H (0.92557, -3.22938, -4.02130)  0.134
Li (3.22579, -0.28490, 2.00194)  0.658
F (7.60420, -6.14486, -0.56866)  -0.656
Cl (0.20133, -6.41216, -3.29086)  -0.092
Ca (7.34281, -5.66551, -2.61281)  1.586
C (0.88818, -3.89239, 4.85363)  0.006
C (1.50631, -2.68299, 4.63859)  -0.427
C (2.10049, -2.06205, 5.90456)  -0.325
O (2.75066, -1.03507, 5.91492)  0.076
C (1.86701, -2.74993, 7.18921)  0.029
C (1.24472, -3.92580, 7.37796)  -0.402
C (0.74790, -4.59510, 6.10686)  -0.396
O (0.22830, -5.71948, 6.11567)  -0.011
O (1.03162, -4.55421, 8.50830)  -0.362
O (1.63509, -2.06397, 3.55987)  -0.058
H (0.44659, -4.41706, 4.01455)  0.116
H (2.26065, -2.21312, 8.04752)  0.115
Cl (-2.61593, 2.00420, -2.15737)  0.546
C (-1.36207, 1.38802, -1.02886)  -0.712
C (-0.17552, 0.81839, -1.76552)  -0.840
Cl (-0.59683, -0.68559, -2.62735)  0.628
H (-1.82589, 0.64568, -0.38044)  0.070
H (-1.05133, 2.22649, -0.41273)  0.004
H (0.65017, 0.55989, -1.04893)  -0.290
H (0.22139, 1.52874, -2.49413)  0.074
Ca (2.03635, -6.31816, 9.12781)  1.644
F (-1.65043, -0.83912, -5.18551)  -0.735
C (-12.60685, 5.23006, 1.94394)  0.010
N (-11.21107, 5.21733, 1.47880)  -0.121
C (-10.94384, 4.85272, 0.19633)  -0.024
C (-9.66099, 4.86778, -0.28281)  0.019
C (-8.59692, 5.26888, 0.54573)  -0.169
C (-8.91055, 5.61698, 1.87451)  0.012
C (-10.20648, 5.58327, 2.31510)  -0.023
C (-7.22580, 5.35109, 0.05635)  -0.171
C (-6.50958, 6.55987, 0.11833)  0.013
C (-5.20491, 6.61706, -0.29923)  -0.017
N (-4.58346, 5.51216, -0.77361)  -0.099
C (-5.24936, 4.33583, -0.87126)  -0.007
C (-6.55716, 4.23528, -0.46922)  0.031
C (-3.16591, 5.56929, -1.17470)  0.014
H (-13.02525, 4.23459, 1.79864)  0.104
H (-13.14946, 5.97017, 1.35545)  0.105
H (-12.64154, 5.49689, 2.99676)  0.095
H (-11.78332, 4.56574, -0.42261)  0.139
H (-9.48855, 4.58828, -1.31516)  0.133
H (-8.13371, 5.91383, 2.56844)  0.130
H (-10.46854, 5.85113, 3.32929)  0.134
H (-6.97535, 7.46319, 0.49315)  0.128
H (-4.63458, 7.53479, -0.25582)  0.137
H (-4.70190, 3.48687, -1.26412)  0.085
H (-7.05026, 3.27378, -0.54373)  0.135
H (-3.09295, 5.24349, -2.21095)  0.100
H (-2.60890, 4.90449, -0.51552)  0.103
H (-2.79528, 6.58676, -1.07639)  0.095
Br (1.22993, 1.17079, 0.29462)  0.453

Cartesian forces, eV/Å:
C -0.9 -0.1 0.2
C 0.2 1.1 -0.4
C 0.1 0.2 1.2
F 4.7 -3.2 -0.9
C 0.8 -0.3 -1.4
C -1.1 0.2 -0.3
S -0.6 -4.3 1.8
O -0.7 2.6 -0.7
O -1.4 3.5 -1.2
O 0.3 -0.4 1.1
C -1.5 -0.4 -1.9
C 0.8 0.5 0.5
C -0.4 -0.3 -0.7
C -0.1 0.9 -0.4
Cl 0.1 -0.7 0.5
C -0.7 -0.3 0.6
C -0.4 -0.9 0.7
C 0.1 0.3 0.2
F 3.3 4.7 0.6
H 0.4 -0.1 1.1
H -0.1 0.6 -0.7
H -0.7 -0.6 -0.1
H -0.2 -1.0 0.0
H 0.5 0.0 -1.3
H -0.3 -0.3 0.7
H 1.0 0.1 -0.2
H 0.3 -0.3 -0.9
H 0.8 0.6 -0.4
H -0.1 0.8 0.6
H 0.4 0.3 0.9
H 0.4 -0.8 0.1
H -0.6 -0.4 -0.7
H -0.2 0.6 -0.4
H 0.5 0.3 0.9
H -0.3 -0.8 0.8
H 0.2 0.9 -0.3
H -0.1 -0.8 0.1
H 0.7 0.2 -0.7
H -0.8 0.0 0.3
H 0.8 -0.3 0.5
Li -1.7 0.4 0.1
F 2.0 -0.9 -3.0
Cl -2.7 -3.5 -0.9
Ca -0.5 -0.5 3.2
C -0.5 -1.1 0.4
C 0.4 0.7 0.1
C 0.0 0.0 0.5
O 0.0 -0.1 -0.4
C 0.3 0.2 1.2
C -0.1 0.4 -1.8
C -0.1 0.6 -1.8
O 0.5 -0.6 1.3
O 1.2 -1.7 1.6
O 0.5 0.1 -0.4
H 0.1 0.0 0.0
H 0.0 0.0 0.0
Cl -0.4 0.2 -0.2
C 0.3 -0.2 0.2
C -1.4 -0.7 -2.4
Cl -0.2 0.1 -0.3
H 0.0 0.0 -0.2
H 0.0 0.0 -0.1
H -1.8 -0.9 -2.9
H -0.1 0.0 0.0
Ca -1.5 1.8 -1.3
F 0.1 0.0 0.0
C 0.3 0.0 -0.3
N -0.4 0.0 0.4
C 0.5 0.0 -0.2
C -0.3 -0.4 0.0
C 0.4 0.0 -0.1
C -0.3 0.4 0.2
C 0.6 0.1 -0.2
C -0.3 0.0 0.1
C 0.4 0.1 0.3
C -0.5 -0.1 0.2
N 0.3 0.3 -0.1
C -0.3 -0.1 0.0
C 0.1 0.0 -0.5
C -0.2 -0.2 0.0
H -0.1 0.1 0.0
H -0.2 -0.1 0.1
H 0.0 0.0 -0.1
H 0.0 0.1 0.1
H 0.0 0.0 0.1
H 0.0 0.0 -0.1
H -0.1 -0.1 -0.1
H 0.0 -0.1 0.0
H 0.1 -0.1 -0.1
H 0.2 0.1 0.0
H 0.1 0.1 0.0
H 0.2 -0.1 0.1
H 0.1 0.0 -0.2
H -0.1 0.0 0.0
Br 0.4 4.0 7.5

Its total energy is -230060.2166 eV. As for the HOMO-LUMO gap: 0.971 eV. As for the total charge: +1.